# 1
C32H39BrN2O3PS2Sc as an isolated structure. Source: OMol25; level of theory: the ωB97M-V functional and the def2-TZVPD basis.

For the orbital gap, the calculation gives 7.1439 eV. The value obtained for the molar mass is 719.64 Da.

Last column: Mulliken charge in e.
Cartesian coordinates (Å):
Sc  -1.022  -1.249  -0.984  -0.420
Br  -5.533  3.765  1.752  -0.212
C  -4.491  2.221  1.377  -0.317
C  -5.014  0.963  1.616  -0.456
C  -4.246  -0.158  1.347  -0.529
C  -2.955  -0.047  0.827  0.399
O  -2.221  -1.137  0.588  -0.951
C  -2.443  1.244  0.587  0.014
C  -1.052  1.452  0.089  -0.837
N  -0.662  0.843  -1.085  0.145
C  0.650  1.179  -1.469  -0.805
C  1.042  2.461  -1.762  -0.349
C  2.385  2.773  -2.049  -0.918
C  3.348  1.806  -2.033  -0.842
C  2.996  0.477  -1.716  0.688
C  3.944  -0.561  -1.604  -0.465
C  3.549  -1.812  -1.223  -0.846
C  2.188  -2.041  -0.979  -0.804
N  1.268  -1.111  -1.095  0.962
C  1.644  0.160  -1.445  1.018
C  -3.211  2.366  0.878  -0.531
H  -6.013  0.859  2.017  0.424
H  -4.630  -1.150  1.550  0.467
H  -0.697  2.463  0.275  0.873
H  0.301  3.249  -1.744  0.522
H  2.648  3.800  -2.265  0.408
H  4.385  2.043  -2.236  0.435
H  4.987  -0.345  -1.807  0.471
H  4.255  -2.622  -1.110  0.458
H  1.850  -3.030  -0.688  0.488
H  -2.795  3.354  0.723  0.583
C  -0.710  -2.464  -3.157  1.082
C  -1.519  -1.330  -3.396  0.830
C  -2.735  -1.499  -2.677  0.231
C  -2.681  -2.747  -2.004  0.851
C  -1.418  -3.329  -2.277  0.348
C  -0.942  -4.673  -1.802  -1.706
C  -3.758  -3.335  -1.145  -1.645
C  -3.860  -0.507  -2.645  -1.681
C  -1.187  -0.151  -4.262  -1.567
C  0.613  -2.767  -3.791  -1.421
H  -1.028  -5.426  -2.589  0.307
H  -1.529  -5.023  -0.952  0.371
H  0.109  -4.656  -1.499  0.313
H  -4.310  -4.110  -1.683  0.374
H  -4.470  -2.570  -0.838  0.307
H  -3.353  -3.782  -0.237  0.377
H  -4.546  -0.658  -3.482  0.339
H  -3.480  0.514  -2.710  0.323
H  -4.439  -0.582  -1.724  0.328
H  -1.775  -0.164  -5.183  0.373
H  -0.134  -0.149  -4.546  0.363
H  -1.394  0.789  -3.749  0.289
H  1.234  -3.395  -3.150  0.342
H  1.176  -1.859  -4.015  0.267
H  0.476  -3.308  -4.731  0.402
C  -0.340  2.743  4.636  -1.345
C  0.991  2.023  4.769  0.497
C  0.830  0.575  5.192  -1.158
O  1.828  2.070  3.578  -0.282
P  1.391  2.245  2.053  0.880
S  0.738  3.998  1.541  -0.517
S  0.135  0.655  1.668  0.133
O  2.781  1.995  1.314  -0.293
C  3.838  1.061  1.614  0.800
C  3.338  -0.327  1.963  -0.842
C  4.751  1.642  2.678  -1.576
H  -0.831  2.727  5.611  0.501
H  -0.992  2.250  3.914  0.197
H  -0.201  3.779  4.332  0.357
H  1.596  2.547  5.508  0.318
H  0.228  0.033  4.462  0.165
H  0.330  0.529  6.162  0.503
H  1.803  0.089  5.283  0.257
H  4.383  1.008  0.668  0.265
H  2.783  -0.325  2.903  0.097
H  4.199  -0.991  2.069  0.491
H  2.688  -0.718  1.180  0.020
H  4.246  1.672  3.643  0.232
H  5.046  2.656  2.405  0.361
H  5.650  1.028  2.767  0.469


# 2
C15H33AuN6Sb as an isolated structure. Source: OMol25; level of theory: the ωB97M-V functional and the def2-TZVPD basis.

For the orbital gap, the calculation gives 9.0462 eV. As for the net charge: +1. The value obtained for the molar mass is 616.20 Da.

Last column: Mulliken charge in e.
Cartesian coordinates (Å):
Au  -0.307  0.634  0.137  0.472
C  -2.424  -1.305  2.298  -0.880
N  -2.749  -1.986  1.059  0.120
C  -3.695  -3.092  1.155  -0.609
C  -3.538  -3.777  -0.191  -0.705
N  -2.193  -3.367  -0.601  0.095
C  -1.798  -3.636  -1.981  -1.013
C  -1.781  -2.282  0.125  0.130
N  -0.672  -1.621  0.030  -0.177
C  0.461  -2.086  -0.760  -1.067
C  1.755  -1.634  -0.108  -0.337
N  1.846  -0.170  0.016  -0.183
C  2.998  0.414  0.198  0.156
N  3.122  1.771  0.375  0.073
C  2.036  2.664  0.720  -0.962
C  4.462  2.128  0.813  -0.648
C  5.265  0.944  0.333  -0.755
N  4.268  -0.129  0.306  0.019
C  4.770  -1.394  -0.226  -1.107
H  -3.353  -1.005  2.781  0.370
H  -1.836  -0.414  2.105  0.075
H  -1.864  -1.952  2.983  0.335
H  -4.705  -2.728  1.325  0.373
H  -3.426  -3.760  1.979  0.316
H  -4.281  -3.420  -0.911  0.390
H  -3.614  -4.860  -0.124  0.364
H  -2.653  -4.069  -2.498  0.426
H  -0.975  -4.345  -2.050  0.272
H  -1.525  -2.720  -2.505  0.337
H  0.433  -1.682  -1.778  0.225
H  0.508  -3.176  -0.824  0.469
H  2.542  -2.054  -0.720  0.430
H  1.813  -2.093  0.885  0.302
H  1.410  2.885  -0.141  0.217
H  2.473  3.597  1.070  0.398
H  1.403  2.259  1.515  0.270
H  4.504  2.230  1.902  0.360
H  4.783  3.064  0.363  0.405
H  6.077  0.687  1.007  0.404
H  5.680  1.113  -0.666  0.352
H  5.841  -1.411  -0.039  0.397
H  4.620  -1.488  -1.305  0.372
H  4.350  -2.254  0.281  0.376
C  -3.911  2.559  -0.391  -1.192
Sb  -1.794  2.670  -0.292  0.512
C  -1.575  4.489  0.782  -1.265
C  -1.387  3.356  -2.262  -1.232
H  -4.280  3.504  -0.787  0.369
H  -4.334  2.383  0.598  0.361
H  -4.197  1.744  -1.055  0.347
H  -2.248  5.229  0.349  0.361
H  -0.544  4.836  0.697  0.373
H  -1.817  4.342  1.835  0.400
H  -1.974  4.250  -2.474  0.369
H  -1.644  2.572  -2.976  0.370
H  -0.325  3.585  -2.359  0.370


Which value of molar mass does entry 2 give? 616.20 Da